Below is C6H9NO2 as an isolated structure, with properties calculated with wB97M-V/def2-TZVPD.

Structure (XYZ):
```
18
C6H9NO2 (wB97M-V/def2-TZVPD)
O 1.824 1.398 1.397
C 1.587 0.652 0.480
C 1.237 -0.825 0.535
C -0.083 -0.759 -0.256
C -1.392 -1.032 0.512
C -2.215 0.197 0.196
C -1.442 1.137 -0.361
N -0.113 0.696 -0.539
H 1.992 -1.441 0.028
H 1.064 -1.126 1.575
H -0.044 -1.336 -1.193
H -1.862 -1.969 0.185
H -1.221 -1.121 1.599
H -3.277 0.305 0.407
H -1.686 2.183 -0.546
H 0.779 1.203 -1.454
O 2.244 1.300 -1.048
H 2.609 0.540 -1.516
```

Output
- LUMO: 0.652 eV
- Frontier orbital gap: 8.7 eV
- E_HOMO: -8.02 eV
- ΔE to the lowest compared entry with this formula, charge and spin: 3.804 eV
- Multiplicity: 1
- Calculated total energy: -11949.5143 eV

Here are the natural (NBO) charges for atoms 1 to 4, given in e: atom 1 (O): -0.546, atom 2 (C): 0.833, atom 3 (C): -0.525, atom 4 (C): -0.044



Below is an isolated molecule of C6H9NO2, with properties calculated with wB97M-V/def2-TZVPD.

Structure (XYZ):
```
18
C6H9NO2 (wB97M-V/def2-TZVPD)
C -1.014 -0.521 0.318
C -0.631 0.762 1.031
C -1.123 -1.750 1.195
C 0.385 -0.857 -0.740
C 0.115 1.260 -0.148
C 0.977 0.431 -0.845
N 2.083 0.778 -1.614
O -0.122 2.549 -0.513
O 0.602 -1.942 -1.217
H 0.298 2.694 -1.379
H -1.899 -0.384 -0.307
H 2.826 1.214 -1.077
H 2.424 -0.007 -2.165
H 0.009 0.601 1.900
H -1.486 1.385 1.301
H -1.913 -1.620 1.943
H -1.344 -2.637 0.594
H -0.187 -1.957 1.721
```

Output
- LUMO: 0.628 eV
- Frontier orbital gap: 8.9 eV
- E_HOMO: -8.23 eV
- ΔE to the lowest compared entry with this formula, charge and spin: 1.589 eV
- SMILES string: C[C@H]1CC(O)=C(N)C1=O
- Multiplicity: 1
- Calculated total energy: -11951.7299 eV

Here are the natural (NBO) charges for atoms 1 to 4, given in e: atom 1 (C): -0.278, atom 2 (C): -0.482, atom 3 (C): -0.619, atom 4 (C): 0.560



Below is C6H9NO2 as an isolated structure, with properties calculated with wB97M-V/def2-TZVPD.

Structure (XYZ):
```
18
C6H9NO2 (wB97M-V/def2-TZVPD)
C 0.022 2.141 0.563
N 1.068 -0.847 -1.486
C 0.077 0.147 -1.127
C -0.890 -0.713 -0.431
C -0.051 0.642 0.658
C -1.615 -1.793 -0.438
C 0.069 0.059 1.851
O 2.111 -1.370 -0.713
O -0.416 0.882 -2.017
H 2.085 -1.036 0.195
H 1.312 -0.848 -2.472
H 0.893 2.431 -0.028
H 0.129 2.613 1.538
H -0.867 2.533 0.070
H -2.621 -1.766 -0.037
H -1.290 -2.710 -0.907
H 0.104 0.626 2.770
H -0.121 -0.992 2.014
```

Output
- LUMO (alpha / beta): -1.154 / -1.151 eV
- Frontier orbital gap (alpha / beta): 6.5 / 6.5 eV
- E_HOMO (alpha / beta): -7.62 / -7.62 eV
- ΔE to the lowest compared entry with this formula, charge and spin: 9.681 eV
- Multiplicity: 1
- Calculated total energy: -11943.6376 eV

Here are the natural (NBO) charges for atoms 1 to 4, given in e: atom 1 (C): -0.646, atom 2 (N): -0.391, atom 3 (C): 0.452, atom 4 (C): 0.298



Below is an isolated molecule of C6H9NO2S, with properties calculated with wB97M-V/def2-TZVPD.

Structure (XYZ):
```
19
C6H9NO2S (wB97M-V/def2-TZVPD)
C 0.641 1.169 0.462
C 0.076 0.843 -0.536
C -2.493 -0.370 0.054
C 1.261 1.647 1.707
C -1.122 -2.077 -0.939
C -0.603 0.240 -1.628
N -1.600 -0.719 -0.999
O -4.388 1.002 1.004
O -3.120 -1.203 0.683
S -3.084 1.252 -0.008
H 1.366 2.715 1.664
H 0.394 1.566 2.414
H 2.026 1.158 2.131
H -1.904 -2.589 -0.610
H -0.850 -2.329 -1.998
H -0.292 -2.127 -0.211
H -0.004 -0.440 -2.231
H -1.083 0.962 -2.241
H -4.420 0.107 1.423
```

Output
- LUMO: 0.689 eV
- Frontier orbital gap: 9.4 eV
- E_HOMO: -8.75 eV
- ΔE to the lowest compared entry with this formula, charge and spin: 3.396 eV
- SMILES string: CC#CCN(C)C(=O)SO
- Multiplicity: 1
- Calculated total energy: -22785.0160 eV

Here are the natural (NBO) charges for atoms 1 to 4, given in e: atom 1 (C): 0.057, atom 2 (C): -0.093, atom 3 (C): 0.457, atom 4 (C): -0.675



Below is a 2-piece molecular cluster, C6H9NO3 overall, with properties calculated with wB97M-V/def2-TZVPD.

Structure (XYZ):
```
19
C6H9NO3 (wB97M-V/def2-TZVPD)
O -0.081 -5.796 0.935
C -0.017 -5.091 -0.297
C -0.064 -3.630 0.083
C 1.234 -2.917 0.570
C 1.057 -1.903 -0.554
O 0.946 -2.560 -1.805
C -0.207 -2.542 -0.988
C -1.449 -1.916 -1.394
N -2.613 -1.785 -1.499
H 0.360 -6.644 0.843
H 0.906 -5.286 -0.864
H -0.887 -5.343 -0.925
H -0.920 -3.503 0.757
H 1.134 -2.470 1.565
H 2.159 -3.505 0.507
H 1.336 -0.850 -0.564
O -1.986 -2.365 2.867
H -2.979 -2.498 2.523
H -1.398 -3.129 2.729
```

Output
- LUMO: 0.559 eV
- Frontier orbital gap: 10.9 eV
- E_HOMO: -10.36 eV
- ΔE to the lowest compared entry with this formula, charge and spin: 3.367 eV
- SMILES string: N#C[C@@]12O[C@@H]1C[C@@H]2CO.O
- Multiplicity: 1
- Calculated total energy: -13997.2413 eV

Here are the natural (NBO) charges for atoms 1 to 4, given in e: atom 1 (O): -0.725, atom 2 (C): -0.067, atom 3 (C): -0.219, atom 4 (C): -0.423



Below is a 2-piece molecular cluster, C6H9NO3 overall, with properties calculated with wB97M-V/def2-TZVPD.

Structure (XYZ):
```
19
C6H9NO3 (wB97M-V/def2-TZVPD)
C 0.099 1.127 1.944
C -0.071 0.323 0.688
O -1.018 0.772 -0.270
C 0.363 0.814 -0.642
C 0.980 2.115 -0.788
C 1.462 3.213 -0.945
C -0.078 -1.187 0.859
O 0.939 -1.831 0.971
H -0.190 2.170 1.771
H -0.522 0.709 2.747
H 1.149 1.093 2.263
H 0.649 0.076 -1.406
H 1.885 4.190 -1.103
O -1.272 -1.718 1.099
H -1.935 -1.012 1.184
N -0.569 -2.572 -1.860
H -1.284 -2.130 -2.435
H 0.284 -2.629 -2.412
H -0.871 -3.523 -1.665
```

Output
- LUMO: 0.709 eV
- Frontier orbital gap: 10.7 eV
- E_HOMO: -9.99 eV
- ΔE to the lowest compared entry with this formula, charge and spin: 2.842 eV
- SMILES string: C#C[C@@H]1O[C@@]1(C)C(=O)O.N
- Multiplicity: 1
- Calculated total energy: -13997.7658 eV

Here are the natural (NBO) charges for atoms 1 to 4, given in e: atom 1 (C): -0.637, atom 2 (C): 0.119, atom 3 (O): -0.475, atom 4 (C): -0.005



Below is an isolated ion of composition C6H9NO3P and charge -1, with properties calculated with wB97M-V/def2-TZVPD.

Structure (XYZ):
```
20
C6H9NO3P (wB97M-V/def2-TZVPD)
C 1.273 1.222 -0.184
C 0.691 -0.854 -0.651
C -0.049 1.771 -0.140
C -0.285 -1.322 0.316
C -0.652 -0.159 1.180
C -1.523 -1.887 -0.338
N -1.063 0.970 0.450
O 1.132 -1.500 -1.543
O -0.448 2.936 -0.273
O 0.385 0.202 2.071
P 2.125 1.434 -1.712
H 0.175 -2.145 0.869
H -1.477 -0.486 1.839
H -1.197 -2.638 -1.153
H -2.017 -1.158 -0.785
H -2.277 -2.338 0.463
H -1.706 1.595 0.953
H 1.075 0.482 1.372
H 3.433 1.143 -1.188
H 2.406 2.731 -1.545
```

Output
- LUMO: 3.643 eV
- Frontier orbital gap: 7.1 eV
- Net charge: -1
- E_HOMO: -3.49 eV
- ΔE to the lowest compared entry with this formula, charge and spin: 6.090 eV
- Multiplicity: 1
- Calculated total energy: -23287.0146 eV

Here are the natural (NBO) charges for atoms 1 to 4, given in e: atom 1 (C): -0.764, atom 2 (C): 0.640, atom 3 (C): 0.561, atom 4 (C): -0.435



Below is a 3-piece molecular cluster, C6H9NO4 overall, with properties calculated with wB97M-V/def2-TZVPD.

Structure (XYZ):
```
20
C6H9NO4 (wB97M-V/def2-TZVPD)
C 1.578 -0.297 -0.962
C 0.273 0.408 -0.925
C -0.862 -0.680 -1.333
C -1.384 -0.297 0.700
C -0.288 0.902 0.533
C 0.661 1.235 1.676
H 2.818 -1.364 0.136
H 0.155 1.423 -1.431
H -0.333 -1.782 -1.021
H -1.094 -0.397 -2.418
H -3.429 -0.148 -0.826
H -1.759 0.039 1.664
H -0.856 -1.395 0.879
H -0.892 1.673 0.164
H 1.026 -0.519 1.282
N -1.967 -0.040 -0.603
O 1.499 -1.528 -0.323
O 2.642 0.207 -1.378
O 1.610 0.258 1.853
O 0.602 2.303 2.334
```

Output
- LUMO: -0.757 eV
- Frontier orbital gap: 8.9 eV
- E_HOMO: -9.65 eV
- ΔE to the lowest compared entry with this formula, charge and spin: 8.604 eV
- Multiplicity: 1
- Calculated total energy: -16040.2853 eV

Here are the natural (NBO) charges for atoms 1 to 4, given in e: atom 1 (C): 0.762, atom 2 (C): -0.336, atom 3 (C): -0.261, atom 4 (C): -0.244



Below is a 3-piece molecular cluster, C6H9NO4 overall, with properties calculated with wB97M-V/def2-TZVPD.

Structure (XYZ):
```
20
C6H9NO4 (wB97M-V/def2-TZVPD)
C 0.030 1.404 -1.224
C -0.174 0.234 -0.644
C -1.805 -1.642 -1.504
C -2.863 0.323 1.058
C 1.032 0.223 1.468
C 1.161 -1.700 -0.011
N 1.061 -0.245 0.077
O -3.525 1.075 0.511
O -2.835 -1.156 -1.595
O -2.224 -0.422 1.648
O 1.257 2.129 -1.147
H -0.758 1.890 -1.779
H 1.021 1.309 1.472
H 0.118 -0.144 1.931
H 1.901 -0.137 2.019
H 0.266 -2.131 0.431
H 1.189 -1.993 -1.058
H 2.051 -2.062 0.504
H 1.871 0.192 -0.384
H 1.223 2.854 -1.773
```

Output
- LUMO: 0.603 eV
- Frontier orbital gap: 8.3 eV
- E_HOMO: -7.68 eV
- ΔE to the lowest compared entry with this formula, charge and spin: 3.725 eV
- Multiplicity: 1
- Calculated total energy: -16045.1647 eV

Here are the natural (NBO) charges for atoms 1 to 4, given in e: atom 1 (C): -0.045, atom 2 (C): -0.304, atom 3 (C): 0.493, atom 4 (C): 1.051



Below is a 3-piece molecular cluster, C6H9NO5 overall, with properties calculated with wB97M-V/def2-TZVPD.

Structure (XYZ):
```
21
C6H9NO5 (wB97M-V/def2-TZVPD)
C 1.515 -1.139 1.865
C 0.332 -0.925 0.989
C -1.262 -0.285 -0.692
C -0.970 1.040 -1.458
C 0.455 1.295 -0.942
C 0.207 -0.815 -0.451
H -0.262 -1.736 3.019
H 1.868 -2.075 1.455
H 2.268 -0.433 1.757
H -1.648 -1.017 -1.536
H -1.514 1.880 -0.985
H -2.178 1.620 -2.958
H 1.042 2.052 -1.758
H 1.112 1.868 1.048
H 0.116 -1.749 -1.176
N -0.784 -0.756 1.476
O 1.163 -1.297 3.213
O -1.847 -0.432 0.689
O -0.980 0.959 -2.873
O 0.197 1.816 0.347
O 1.169 0.129 -1.031
```

Output
- LUMO: -0.542 eV
- Frontier orbital gap: 9.1 eV
- E_HOMO: -9.69 eV
- ΔE to the lowest compared entry with this formula, charge and spin: 10.526 eV
- Multiplicity: 1
- Calculated total energy: -18085.6915 eV

Here are the natural (NBO) charges for atoms 1 to 4, given in e: atom 1 (C): -0.096, atom 2 (C): 0.157, atom 3 (C): 0.019, atom 4 (C): -0.011